# 1
{"formula": "CH3F2N2P", "method": "wB97M-V/def2-TZVPD", "homo_energy_ha": [-0.3391, -0.3478], "relative_energy_ev": 0.530, "charge": 0, "multiplicity": 3, "fmax_ev_per_a": 2.913, "elements": ["C", "N", "N", "F", "F", "P", "H", "H", "H"], "coordinates": [[0.21459, -0.90202, -0.66092], [-0.76246, -1.28001, -1.34750], [-0.81654, 0.61376, 3.61132], [1.59666, 0.40116, 1.16257], [-0.33247, 1.46251, 0.14731], [0.00686, 0.07824, 1.02443], [1.22751, -0.54009, -1.00582], [-0.47233, -1.67276, -2.32804], [-0.92588, -0.16324, 4.21682]], "mulliken_charge": [0.05, -0.52, -0.26, -0.26, -0.28, 0.54, 0.25, 0.26, 0.22]}

# 2
{"formula": "CH3F2N4", "method": "wB97M-V/def2-TZVPD", "homo_energy_ha": [-0.5561, -0.5777], "relative_energy_ev": 2.666, "charge": 1, "fmax_ev_per_a": 4.551, "elements": ["C", "N", "N", "N", "N", "F", "F", "H", "H", "H"], "coordinates": [[0.48081, 0.19228, -0.43358], [2.80214, -0.26695, 0.03104], [-0.33183, -0.17603, 0.61360], [1.67635, -0.23289, -0.31523], [-1.56474, 0.11073, 0.61375], [-1.99526, 1.32295, 0.05273], [-2.68112, -0.86156, -0.49006], [0.17175, 0.86159, -1.18281], [3.60512, -0.89295, -0.24534], [-2.16322, -0.05717, 1.35590]], "mulliken_charge": [0.02, -0.41, -0.24, 0.58, 0.37, -0.12, -0.34, 0.44, 0.37, 0.33]}

# 3
{"formula": "CH3F2NO", "method": "wB97M-V/def2-TZVPD", "homo_energy_ha": -0.4095, "relative_energy_ev": 1.705, "charge": 0, "fmax_ev_per_a": 5.118, "elements": ["C", "N", "O", "F", "F", "H", "H", "H"], "coordinates": [[0.12684, 0.17707, 0.16431], [-0.95587, -0.58024, 0.33070], [1.23680, -0.23531, 0.60939], [0.45099, 0.06866, -1.56033], [-0.08204, 1.48204, 0.25986], [-1.13092, -1.23664, -0.35522], [-1.74449, 0.11607, 0.37702], [2.09869, 0.20835, 0.17427]], "mulliken_charge": [0.83, -0.53, -0.48, -0.55, -0.23, 0.27, 0.28, 0.41]}